Density functional theory data (wB97M-V/def2-TZVPD) for a 10-piece molecular cluster, C38H64N4O18 overall at a distorted geometry.

- Net charge: 0
- HOMO level: -9.85 eV
- Relative energy (zero: lowest compared OMol25 entry of this formula, charge and spin): 138.5 kcal/mol
- HOMO-LUMO gap: 9.54 eV
- SMILES string: C[C@H]1COC(=O)O1.C[C@H]1COC(=O)O1.C[C@H]1COC(=O)O1.C[C@H]1COC(=O)O1.COC(=O)OC.COC(=O)OC.CCCC#N.CCCC#N.CCCC#N.CCCC#N

XYZ file:
```
124
C38H64N4O18 (wB97M-V/def2-TZVPD)
C 1.786 3.652 -1.737
C 0.732 4.646 -2.355
C -0.405 3.865 -2.988
O -1.613 4.327 -2.345
C -1.257 5.140 -1.346
O -2.003 5.747 -0.615
O 0.032 5.278 -1.303
H 2.416 4.143 -1.007
H 2.324 3.137 -2.541
H 1.393 2.706 -1.274
H 1.179 5.436 -3.096
H -0.405 2.774 -2.883
H -0.462 4.220 -4.062
C -2.266 1.310 -0.893
C -3.141 1.511 0.321
C -2.834 2.813 1.150
O -4.194 3.144 1.362
C -4.988 2.661 0.389
O -6.126 3.022 0.086
O -4.345 1.758 -0.301
H -1.269 1.090 -0.724
H -2.184 2.180 -1.416
H -2.594 0.650 -1.613
H -3.308 0.580 0.957
H -2.316 3.564 0.498
H -2.073 2.751 1.916
C 5.153 4.976 -1.349
C 5.742 3.582 -1.416
C 6.281 2.892 -0.154
O 5.276 1.808 0.068
C 4.458 1.809 -0.938
O 3.612 1.012 -1.004
O 4.723 2.744 -1.814
H 5.904 5.696 -1.089
H 4.281 5.210 -0.632
H 4.784 5.201 -2.341
H 6.361 3.512 -2.388
H 6.385 3.394 0.790
H 7.196 2.362 -0.322
C 2.636 -1.705 -4.062
C 1.864 -0.688 -3.293
C 0.857 0.260 -3.989
O -0.377 -0.114 -3.410
C -0.221 -1.076 -2.506
O -1.134 -1.798 -2.048
O 1.023 -1.414 -2.424
H 2.204 -2.560 -4.631
H 3.395 -2.083 -3.355
H 3.247 -1.044 -4.797
H 2.662 -0.301 -2.760
H 0.752 -0.111 -4.988
H 1.157 1.248 -4.048
C -0.966 5.577 3.326
O 0.359 5.273 3.518
C 0.880 4.220 2.864
O 0.186 3.681 1.742
O 2.154 3.911 3.146
C 2.955 3.367 2.124
H -1.481 4.854 2.667
H -1.031 6.449 2.782
H -1.654 5.461 4.178
H 3.795 4.000 1.957
H 2.549 3.232 1.149
H 3.354 2.318 2.427
C -0.645 -4.851 -0.884
O -0.585 -6.223 -0.863
C -1.680 -6.856 -1.188
O -2.972 -6.123 -1.429
O -1.479 -8.194 -1.185
C -2.274 -8.962 -0.305
H -0.609 -4.488 -1.828
H 0.322 -4.461 -0.411
H -1.367 -4.531 -0.167
H -1.931 -9.275 0.696
H -2.160 -9.804 -0.952
H -3.339 -8.650 -0.297
C 2.744 -6.361 -2.106
C 3.784 -5.323 -1.785
C 3.137 -4.135 -1.044
C 4.227 -3.257 -0.725
N 5.127 -2.615 -0.433
H 2.283 -6.226 -3.046
H 2.027 -6.419 -1.314
H 3.184 -7.377 -2.262
H 4.286 -4.987 -2.619
H 4.546 -5.795 -1.134
H 2.667 -4.323 -0.088
H 2.478 -3.583 -1.657
C -4.207 2.942 4.239
C -4.348 1.517 4.754
C -4.232 0.483 3.701
C -4.834 -0.765 4.046
N -5.264 -1.812 4.367
H -4.081 3.591 5.062
H -5.119 3.201 3.718
H -3.353 3.015 3.578
H -5.230 1.460 5.334
H -3.530 1.260 5.393
H -3.238 0.349 3.301
H -4.918 0.858 2.963
C -2.366 -2.142 1.391
C -3.765 -2.260 0.872
C -4.412 -3.646 0.922
C -4.688 -4.232 2.183
N -4.969 -4.733 3.206
H -1.639 -2.645 0.742
H -2.117 -2.491 2.427
H -2.025 -1.089 1.288
H -3.655 -2.072 -0.171
H -4.312 -1.525 1.489
H -3.934 -4.476 0.343
H -5.446 -3.436 0.481
C 0.283 0.563 1.839
C 0.835 -0.090 0.554
C 2.003 -1.126 0.743
C 1.471 -2.212 1.482
N 1.038 -3.108 2.123
H -0.778 0.805 1.839
H 0.929 1.382 1.972
H 0.255 -0.165 2.614
H 1.104 0.700 -0.096
H 0.025 -0.575 0.022
H 2.832 -0.647 1.363
H 2.510 -1.377 -0.273
```

Density functional theory data (wB97M-V/def2-TZVPD) for C38H66B2Br2FNO17Si2 as an isolated structure at a distorted geometry.

- Net charge: 0
- HOMO level: -8.72 eV
- HOMO-LUMO gap: 8.71 eV

XYZ file:
```
129
C38H66B2Br2FNO17Si2 (wB97M-V/def2-TZVPD)
C 4.162 5.065 2.196
C 5.492 4.416 2.586
O 6.451 4.326 1.519
C 6.068 3.564 0.449
O 5.759 4.099 -0.535
C 6.109 2.055 0.502
C 5.037 1.392 1.408
C 4.342 0.189 0.735
Si 2.957 0.662 -0.489
C 2.582 2.491 -0.332
O 1.628 -0.351 -0.397
Si 0.429 0.045 0.719
B -0.482 -1.695 1.163
C -0.237 -2.997 0.289
O -1.330 -1.831 2.270
B 1.070 0.800 2.446
N 1.647 -0.063 3.435
O 0.966 2.116 2.834
C -0.860 1.115 -0.186
Br -0.522 1.480 -2.067
C -1.961 1.610 0.307
C -2.933 2.447 -0.477
Br -2.383 1.253 2.133
C 3.714 0.356 -2.231
F 4.641 -0.693 -2.218
C 4.265 1.591 -2.936
C 3.145 2.382 -3.645
H 4.174 6.116 2.463
H 3.388 4.619 2.821
H 3.891 4.934 1.156
H 5.953 5.053 3.333
H 5.377 3.447 3.065
H 7.092 1.777 0.884
H 6.072 1.659 -0.503
H 4.347 2.131 1.802
H 5.566 0.992 2.273
H 5.123 -0.346 0.199
H 3.990 -0.505 1.497
H 1.654 2.819 -0.800
H 3.374 3.114 -0.742
H 2.513 2.783 0.717
H -1.207 -3.244 -0.200
H -0.002 -3.828 0.945
H 0.538 -2.810 -0.450
H -0.841 -1.734 3.101
H 2.374 -0.663 3.060
H 2.040 0.467 4.207
H 0.462 2.614 2.176
H -3.637 2.892 0.222
H -3.441 1.843 -1.216
H -2.412 3.264 -0.960
H 2.872 0.014 -2.841
H 4.946 1.259 -3.721
H 4.834 2.244 -2.280
H 2.277 1.746 -3.798
H 3.501 2.817 -4.571
H 2.790 3.197 -3.020
O -2.201 -4.989 0.155
C -3.190 -4.842 0.817
O -4.012 -5.857 1.185
C -5.157 -5.323 1.884
C -4.705 -3.962 2.395
C -3.721 -3.528 1.320
H -5.990 -5.250 1.181
H -5.435 -6.001 2.688
H -5.528 -3.267 2.551
H -4.180 -4.074 3.337
H -4.216 -3.010 0.494
H -2.913 -2.920 1.722
O 2.276 4.205 -7.282
C 1.314 3.743 -6.741
O 1.132 3.778 -5.399
C -0.056 3.052 -5.044
C -0.902 3.027 -6.307
C 0.162 3.011 -7.401
H 0.236 2.049 -4.721
H -0.554 3.557 -4.220
H -1.592 2.186 -6.346
H -1.487 3.945 -6.379
H 0.484 1.998 -7.645
H -0.164 3.530 -8.299
O -3.572 -2.755 4.941
C -3.333 -1.845 5.683
O -2.083 -1.534 6.104
C -2.145 -0.464 7.070
C -3.468 0.235 6.806
C -4.344 -0.915 6.320
H -2.098 -0.899 8.070
H -1.289 0.193 6.931
H -3.860 0.754 7.678
H -3.346 0.968 6.005
H -4.829 -1.435 7.149
H -5.082 -0.589 5.591
O -2.012 -9.391 -4.966
C -2.290 -8.784 -3.974
O -1.915 -7.500 -3.758
C -2.306 -7.086 -2.434
C -3.438 -8.022 -2.044
C -3.055 -9.307 -2.772
H -1.445 -7.179 -1.771
H -2.621 -6.047 -2.456
H -3.548 -8.135 -0.968
H -4.384 -7.645 -2.440
H -2.387 -9.930 -2.176
H -3.924 -9.878 -3.086
O -4.656 -2.390 9.436
C -3.908 -3.322 9.347
O -3.060 -3.688 10.335
C -2.219 -4.767 9.886
C -2.977 -5.413 8.737
C -3.723 -4.223 8.143
H -1.261 -4.349 9.569
H -2.046 -5.455 10.711
H -2.330 -5.929 8.031
H -3.695 -6.138 9.125
H -3.123 -3.696 7.401
H -4.682 -4.511 7.720
O -0.585 7.364 -10.260
C 0.564 7.592 -10.017
O 1.054 8.848 -9.859
C 2.481 8.798 -9.684
C 2.775 7.390 -9.191
C 1.683 6.579 -9.880
H 2.955 9.011 -10.645
H 2.781 9.561 -8.968
H 3.785 7.056 -9.419
H 2.641 7.339 -8.110
H 1.984 6.249 -10.876
H 1.368 5.730 -9.278
```